Record 1
# C18H17NO2

2 unconnected molecules or ions with the total composition C18H17NO2 (ωB97M-V/def2-TZVPD, the OMol25 dataset).

Summary:
- electronic energy (eV) = -24523.296
- charge = 0
- gap between HOMO and LUMO (eV) = 3.44
- multiplicity = 1
- LUMO energy (Ha) = -0.101

Positions of all 38 atoms, in Å:
C 2.424 0.827 -1.503
C 3.097 -0.156 -0.545
O 2.852 0.346 0.747
C 2.157 1.523 0.595
O 1.797 2.226 1.526
N 1.903 1.829 -0.703
H 3.127 1.266 -2.225
H 1.605 0.365 -2.071
H 2.687 -1.173 -0.597
H 4.186 -0.214 -0.677
C -0.855 3.591 -1.626
C -0.231 4.700 -0.981
C -0.277 4.825 0.418
C 0.337 5.877 1.054
C 1.020 6.832 0.323
C 1.082 6.732 -1.054
C 0.463 5.689 -1.699
C -0.955 3.444 -2.993
C -1.479 2.325 -3.607
C -1.503 2.117 -5.021
C -2.208 1.033 -5.571
C -2.226 0.818 -6.929
C -1.532 1.660 -7.779
C -0.825 2.729 -7.263
C -0.810 2.960 -5.909
H -1.249 2.808 -1.001
H -0.812 4.088 0.991
H 0.286 5.960 2.128
H 1.510 7.651 0.825
H 1.615 7.474 -1.627
H 0.523 5.628 -2.770
H -0.644 4.264 -3.613
H -1.881 1.547 -2.980
H -2.754 0.376 -4.917
H -2.780 -0.011 -7.338
H -1.541 1.488 -8.842
H -0.276 3.385 -7.919
H -0.242 3.784 -5.519

Atom charges from the Löwdin analysis, given in e for atoms 1 to 6:
1 C -0.296
2 C -0.184
3 O -0.009
4 C -0.648
5 O 0.002
6 N 0.044

***

Record 2
# C10H26Br4N6O12

8 unconnected molecules or ions with the total composition C10H26Br4N6O12 (ωB97M-V/def2-TZVPD, the OMol25 dataset).

Summary:
- electronic energy (eV) = -324454.555
- structure (SMILES) = C[N+](=O)[O-].C[N+](=O)[O-].C[N+](=O)[O-].C[N+](=O)[O-].C[N+](=O)[O-].C[N+](=O)[O-].BrCCBr.BrCCBr
- charge = 0
- gap between HOMO and LUMO (eV) = 9.85
- multiplicity = 1
- LUMO energy (Ha) = -0.015

Positions of all 58 atoms, in Å:
Br -6.265 -1.518 3.962
C -4.980 -0.067 4.460
C -3.633 -0.225 3.824
Br -3.870 -0.203 1.833
H -4.735 -0.057 5.522
H -5.400 0.885 4.136
H -3.134 -1.174 4.018
H -2.977 0.602 4.095
Br -0.809 2.016 1.536
C 0.212 0.996 0.248
C -0.762 -0.077 -0.350
Br 0.237 -1.628 -1.223
H 1.081 0.564 0.744
H 0.650 1.647 -0.508
H -1.396 0.418 -1.086
H -1.334 -0.543 0.452
C -3.629 2.076 -1.075
N -3.445 3.253 -1.946
O -4.429 3.615 -2.625
O -2.289 3.613 -2.040
H -3.340 1.231 -1.699
H -4.677 1.947 -0.806
H -2.929 2.032 -0.240
C 0.925 1.686 -5.259
N -0.164 1.164 -4.293
O -1.213 0.754 -4.750
O 0.150 1.129 -3.096
H 1.437 0.771 -5.554
H 1.513 2.323 -4.598
H 0.442 2.309 -6.012
C 2.586 -3.489 0.278
N 3.692 -4.484 0.572
O 4.777 -4.077 0.972
O 3.370 -5.685 0.523
H 2.581 -3.313 -0.798
H 2.784 -2.526 0.749
H 1.643 -3.988 0.504
C 2.964 3.758 1.973
N 4.301 3.191 2.155
O 4.748 2.687 1.144
O 4.888 3.244 3.208
H 2.257 2.929 2.008
H 2.842 4.227 0.997
H 2.742 4.445 2.790
C 0.063 -0.802 4.399
N 0.159 -1.396 3.004
O -0.801 -1.939 2.524
O 1.208 -1.193 2.442
H -0.161 0.264 4.346
H 0.968 -0.833 5.005
H -0.779 -1.306 4.875
C 2.272 -2.791 -4.196
N 0.970 -2.621 -4.845
O 0.028 -3.233 -4.331
O 0.966 -2.054 -5.949
H 2.489 -3.856 -4.280
H 2.178 -2.575 -3.132
H 3.026 -2.121 -4.609

Atom charges from the Löwdin analysis, given in e for atoms 1 to 6:
1 Br 0.570
2 C -0.665
3 C -0.633
4 Br 0.614
5 H 0.069
6 H 0.057

***

Record 3
# CH11LiN2O5

A molecular structure, CH11LiN2O5 (ωB97M-V/def2-TZVPD, the OMol25 dataset).

Summary:
- electronic energy (eV) = -14633.028
- charge = +1
- expectation value of S² = 0.753
- gap between HOMO and LUMO (alpha / beta) (eV) = 10.87 / 7.46
- multiplicity = 2
- LUMO energy (alpha / beta) (Ha) = -0.114 / -0.239

Positions of all 20 atoms, in Å:
Li -0.404 -0.211 1.550
O -0.976 1.715 1.335
H -1.844 2.022 1.007
O -1.097 -1.976 2.333
H -1.892 -2.168 2.830
H -0.444 -2.583 2.681
O 1.448 2.419 0.056
H 1.082 1.617 0.428
H 2.099 2.115 -0.577
O 1.536 -0.200 1.822
H 2.305 0.191 2.235
H 1.850 -1.032 1.467
C -0.586 -0.344 -1.647
O -0.758 -0.693 -0.460
N -0.944 0.741 -2.226
N 0.072 -1.103 -2.459
H -1.496 1.438 -1.745
H -0.829 0.690 -3.228
H 0.393 -0.696 -3.325
H 0.485 -1.942 -2.078

Atom charges from the Löwdin analysis, given in e for atoms 1 to 6:
1 Li 0.713
2 O 0.011
3 H 0.063
4 O -0.067
5 H 0.068
6 H 0.060

***

Record 4
# C18H25FNO3

2 unconnected molecules or ions with the total composition C18H25FNO3 (ωB97M-V/def2-TZVPD, the OMol25 dataset).

Summary:
- electronic energy (eV) = -29411.513
- charge = +1
- gap between HOMO and LUMO (eV) = 7.02
- multiplicity = 1
- LUMO energy (Ha) = -0.168

Positions of all 48 atoms, in Å:
C 6.795 -0.237 -0.401
C 5.970 1.120 -0.589
O 4.664 0.896 -1.171
C 4.414 2.027 -2.031
C 2.882 2.227 -2.330
O 2.174 2.725 -1.177
C 0.858 2.177 -1.197
C -0.230 3.149 -0.538
O -1.147 2.311 0.194
C -2.441 2.236 -0.382
C -2.793 0.771 -0.879
C -4.140 0.543 -1.433
C -4.486 -0.841 -1.876
C -3.434 -1.892 -1.711
C -2.127 -1.501 -1.162
N -1.831 -0.204 -0.766
H 6.701 -0.521 0.680
H 6.410 -1.059 -1.057
H 7.873 0.016 -0.619
H 6.594 1.826 -1.214
H 5.799 1.545 0.443
H 4.788 3.001 -1.597
H 4.964 1.838 -3.002
H 2.809 3.025 -3.132
H 2.475 1.273 -2.763
H 0.473 1.928 -2.229
H 0.869 1.246 -0.550
H -0.698 3.816 -1.308
H 0.345 3.804 0.184
H -2.670 3.002 -1.169
H -3.181 2.428 0.460
H -4.902 1.361 -1.538
H -5.496 -1.104 -2.286
H -3.606 -2.955 -2.010
H -1.344 -2.299 -1.040
H -0.887 -0.017 -0.396
F -2.875 -5.801 3.818
C -2.790 -4.476 3.643
C -2.260 -3.980 2.465
C -2.177 -2.606 2.282
C -2.614 -1.744 3.282
C -3.140 -2.255 4.463
C -3.234 -3.629 4.643
H -1.918 -4.668 1.701
H -1.771 -2.206 1.360
H -2.544 -0.671 3.140
H -3.476 -1.583 5.244
H -3.649 -4.045 5.553

Atom charges from the Löwdin analysis, given in e for atoms 1 to 6:
1 C -0.072
2 C -0.260
3 O -0.172
4 C -0.199
5 C -0.181
6 O -0.133

***

Record 5
# C23H34BCrN8S3

A molecular structure, C23H34BCrN8S3 (ωB97M-V/def2-TZVPD, the OMol25 dataset).

Summary:
- electronic energy (eV) = -97916.538
- charge = +2
- expectation value of S² = 0.789
- gap between HOMO and LUMO (alpha / beta) (eV) = 7.03 / 7.73
- multiplicity = 2
- LUMO energy (alpha / beta) (Ha) = -0.211 / -0.187

Positions of all 70 atoms, in Å:
Cr -0.542 0.329 -0.114
C 0.180 -0.219 -5.112
N 0.216 1.087 -4.481
C 0.789 2.206 -5.043
C 0.497 3.242 -4.225
N -0.255 2.769 -3.175
B -0.998 3.693 -2.135
N -0.103 3.899 -0.857
C 0.848 4.887 -0.739
C 1.182 5.005 0.567
N 0.427 4.080 1.251
C 0.413 3.929 2.699
C -0.338 3.421 0.365
S -1.462 2.157 0.786
C -0.412 1.455 -3.343
S -1.350 0.362 -2.363
H 1.042 -0.309 -5.769
H -0.733 -0.339 -5.694
H 0.210 -0.994 -4.350
H 1.323 2.164 -5.975
H 0.728 4.287 -4.319
H -1.129 4.765 -2.654
H -2.018 3.161 -1.819
H 1.189 5.444 -1.592
H 1.867 5.662 1.070
H 1.431 4.021 3.070
H 0.017 2.949 2.949
H -0.211 4.701 3.145
N -5.160 -2.838 2.482
C -4.137 -2.193 1.899
C -3.902 -2.282 0.513
C -2.847 -1.604 -0.036
N -1.999 -0.834 0.672
C -2.222 -0.751 2.000
C -3.240 -1.404 2.642
H -5.846 -3.326 1.934
H -5.366 -2.701 3.457
H -4.559 -2.858 -0.125
H -2.686 -1.643 -1.108
H -1.535 -0.128 2.560
H -3.355 -1.289 3.711
N 2.312 -3.838 -1.310
C 0.937 -4.178 -0.800
C 0.310 -2.935 -0.185
N 0.307 -1.765 -1.058
C 1.618 -1.517 -1.659
C 2.229 -2.734 -2.329
H 2.767 -4.665 -1.701
H 2.896 -3.525 -0.528
H 1.037 -4.984 -0.074
H 0.378 -4.543 -1.663
H 0.841 -2.664 0.727
H -0.712 -3.179 0.102
H -0.384 -1.854 -1.800
H 2.281 -1.144 -0.872
H 1.519 -0.716 -2.393
H 3.235 -2.537 -2.695
H 1.619 -3.125 -3.145
S 1.441 0.387 1.027
C 1.552 -0.082 2.746
C 1.973 0.914 3.626
C 2.154 0.640 4.972
C 1.905 -0.631 5.466
C 1.489 -1.628 4.597
C 1.322 -1.359 3.247
H 2.175 1.906 3.244
H 2.490 1.426 5.636
H 2.041 -0.845 6.517
H 1.299 -2.626 4.969
H 1.017 -2.163 2.593

Atom charges from the Löwdin analysis, given in e for atoms 1 to 6:
1 Cr 0.101
2 C -0.014
3 N -0.116
4 C -0.015
5 C -0.025
6 N 0.014

***

Record 6
# C5H8N

A gas-phase ion, C5H8N (charge +1) (ωB97M-V/def2-TZVPD, the OMol25 dataset).

Summary:
- electronic energy (eV) = -6793.624
- structure (SMILES) = C=[N+]1C/C1=C/C
- charge = +1
- gap between HOMO and LUMO (eV) = 9.54
- multiplicity = 1
- LUMO energy (Ha) = -0.190

Positions of all 14 atoms, in Å:
C -0.395 -0.369 -0.401
C 1.941 1.118 -0.809
C -1.243 -0.626 0.608
C 0.032 -0.187 -1.794
C -0.978 -0.443 2.028
N 0.894 0.394 -0.795
H 2.426 1.565 -1.764
H 2.331 1.590 0.192
H -2.163 -1.149 0.454
H 0.291 -1.147 -2.335
H -0.576 0.583 -2.495
H -0.884 -1.348 2.490
H -1.763 0.023 2.428
H 0.089 -0.005 2.193

Atom charges from the Löwdin analysis, given in e for atoms 1 to 6:
1 C -0.049
2 C 0.158
3 C -0.031
4 C -0.052
5 C -0.046
6 N -0.023

***

Record 7
# C3H10NOS

2 unconnected molecules or ions with the total composition C3H10NOS (ωB97M-V/def2-TZVPD, the OMol25 dataset).

Summary:
- electronic energy (eV) = -17637.160
- charge = +1
- gap between HOMO and LUMO (eV) = 9.69
- multiplicity = 1
- LUMO energy (Ha) = -0.159

Positions of all 16 atoms, in Å:
C -1.979 -0.750 -0.402
C 1.791 1.868 -0.313
C -0.090 0.229 0.992
N -0.786 -0.034 -0.112
O 0.791 -1.642 0.386
S 0.956 1.520 1.200
H -1.756 -1.565 -0.988
H -2.492 -0.975 0.662
H -2.631 -0.114 -0.919
H 2.667 1.147 -0.261
H 2.195 2.851 -0.595
H 1.020 1.648 -1.033
H -0.340 -0.336 1.936
H -0.465 0.414 -0.952
H 1.253 -2.441 0.219
H -0.133 -1.821 0.179

Atom charges from the Löwdin analysis, given in e for atoms 1 to 6:
1 C -0.024
2 C -0.336
3 C -0.435
4 N -0.123
5 O -0.023
6 S 1.022

***

Record 8
# C12H4NO8ReS5Sb

A molecular structure, C12H4NO8ReS5Sb (ωB97M-V/def2-TZVPD, the OMol25 dataset).

Summary:
- electronic energy (eV) = -93212.944
- charge = +1
- gap between HOMO and LUMO (eV) = 6.56
- multiplicity = 1
- LUMO energy (Ha) = -0.223

Positions of all 32 atoms, in Å:
Re 0.884 -0.137 2.841
O -4.916 -0.310 0.840
C -3.744 -0.197 0.956
C -2.976 1.140 1.169
O -3.387 2.250 1.103
C -1.551 0.706 1.535
C -1.270 -0.722 1.101
O -0.446 -1.313 2.033
C -2.703 -1.353 0.990
O -2.932 -2.513 1.007
O -0.763 1.261 2.281
S 3.373 -1.849 6.328
Sb 3.907 -0.259 4.944
S 0.485 0.099 4.843
S 2.998 -0.755 2.663
S 4.993 1.613 4.773
O -1.628 -2.208 -2.020
S -1.457 -0.837 -1.713
O -2.588 0.030 -1.572
N -0.612 -0.658 -0.213
C 0.570 -0.005 -0.324
O 1.231 0.373 0.652
C 0.905 0.248 -1.730
C 2.069 0.814 -2.216
C 2.177 0.994 -3.590
C 1.148 0.615 -4.446
C -0.024 0.041 -3.960
C -0.116 -0.120 -2.597
H 2.862 1.105 -1.541
H 3.074 1.435 -4.002
H 1.259 0.768 -5.511
H -0.823 -0.257 -4.625

Atom charges from the Löwdin analysis, given in e for atoms 1 to 6:
1 Re 0.812
2 O 0.254
3 C -0.219
4 C -0.193
5 O 0.255
6 C -0.162

***

Record 9
# C50H66AuNP2S2Si

A molecular structure, C50H66AuNP2S2Si (ωB97M-V/def2-TZVPD, the OMol25 dataset).

Summary:
- electronic energy (eV) = -106224.880
- charge = +1
- expectation value of S² = 3.765
- gap between HOMO and LUMO (alpha / beta) (eV) = 6.32 / 6.12
- multiplicity = 4
- LUMO energy (alpha / beta) (Ha) = -0.059 / -0.175

Positions of all 123 atoms, in Å:
Au -0.118 -0.151 -1.101
C -1.702 1.931 -3.600
Si -1.873 1.229 -1.871
C -3.470 0.232 -1.853
C -4.666 0.775 -2.337
C -5.798 -0.005 -2.508
C -5.747 -1.365 -2.228
C -4.574 -1.925 -1.754
C -3.442 -1.135 -1.541
P -1.921 -1.868 -0.840
C -1.669 -3.427 -1.769
C -0.426 -4.141 -1.195
C 0.295 -4.957 -2.263
C 0.818 -4.065 -3.397
C -0.107 -2.868 -3.676
C -1.545 -3.184 -3.285
C -2.353 -2.332 0.886
C -3.283 -3.535 1.077
C -3.674 -3.633 2.551
C -4.504 -2.410 2.992
C -4.323 -1.220 2.046
C -2.865 -1.067 1.631
C -1.910 2.645 -0.615
C -3.094 3.342 -0.359
C -3.120 4.450 0.473
C -1.948 4.891 1.072
C -0.769 4.201 0.856
C -0.735 3.074 0.035
P 0.787 2.085 -0.184
C 2.155 3.079 -0.914
C 2.072 3.085 -2.452
C 1.163 4.188 -2.985
C 1.661 5.551 -2.521
C 1.621 5.612 -1.000
C 2.448 4.492 -0.369
C 1.388 1.426 1.458
C 0.208 0.936 2.321
C -0.251 1.904 3.410
C 0.925 2.430 4.223
C 1.918 3.141 3.313
C 2.463 2.176 2.266
H -2.414 2.745 -3.767
H -1.897 1.151 -4.338
H -0.702 2.321 -3.777
H -4.712 1.820 -2.617
H -6.711 0.438 -2.882
H -6.616 -1.988 -2.389
H -4.543 -2.991 -1.569
H -2.552 -4.046 -1.581
H -0.719 -4.783 -0.360
H 0.273 -3.407 -0.778
H -0.394 -5.705 -2.662
H 1.118 -5.514 -1.811
H 0.921 -4.666 -4.303
H 1.828 -3.711 -3.165
H -0.050 -2.583 -4.727
H 0.220 -1.982 -3.119
H -1.869 -4.088 -3.807
H -2.224 -2.390 -3.605
H -1.390 -2.600 1.328
H -2.783 -4.450 0.754
H -4.190 -3.437 0.477
H -2.759 -3.705 3.146
H -4.228 -4.554 2.732
H -4.208 -2.115 4.001
H -5.561 -2.674 3.048
H -4.670 -0.303 2.526
H -4.938 -1.346 1.151
H -2.248 -0.901 2.520
H -2.749 -0.170 1.013
H -4.019 3.017 -0.816
H -4.051 4.971 0.653
H -1.955 5.760 1.716
H 0.132 4.541 1.346
H 3.011 2.448 -0.637
H 1.742 2.104 -2.814
H 3.080 3.243 -2.849
H 0.142 4.044 -2.615
H 1.117 4.134 -4.074
H 1.058 6.352 -2.948
H 2.687 5.700 -2.874
H 0.578 5.543 -0.684
H 1.997 6.570 -0.637
H 2.367 4.517 0.718
H 3.502 4.690 -0.595
H 1.877 0.508 1.108
H 0.531 0.007 2.801
H -0.640 0.667 1.682
H -0.964 1.388 4.056
H -0.789 2.746 2.970
H 1.433 1.591 4.713
H 0.577 3.095 5.015
H 2.748 3.557 3.888
H 1.420 3.989 2.835
H 3.042 1.410 2.794
H 3.170 2.679 1.604
N 1.857 -1.298 -1.039
S 2.919 -3.255 0.428
C 2.410 -2.575 1.987
C 3.190 -1.715 2.749
C 2.751 -1.333 4.010
C 1.560 -1.827 4.522
C 0.786 -2.686 3.754
C 1.200 -3.048 2.482
C 4.378 -2.340 0.023
C 4.363 -1.188 -0.759
C 5.566 -0.539 -1.025
C 6.764 -1.033 -0.540
C 6.782 -2.196 0.216
C 5.592 -2.845 0.491
H 1.813 -2.063 -1.709
H 4.134 -1.346 2.369
H 3.359 -0.664 4.604
H 1.235 -1.543 5.514
H -0.147 -3.073 4.143
H 0.603 -3.718 1.878
H 2.978 0.417 -0.817
H 5.559 0.359 -1.628
H 7.686 -0.513 -0.762
H 7.714 -2.596 0.587
H 5.587 -3.754 1.078
S 3.230 -0.288 -3.062
C 3.073 -0.568 -1.282

Atom charges from the Löwdin analysis, given in e for atoms 1 to 6:
1 Au 0.612
2 C -0.193
3 Si 0.495
4 C -0.288
5 C -0.091
6 C -0.060